Record 1
Entry from the Open Molecules 2025 dataset: a molecular structure, C27H49BaNP2 (the ωB97M-V functional and the def2-TZVPD basis).

Last column: Löwdin charge in e.
Geometry (Å):
P  0.6395  -2.8160  -0.9348  0.787
P  0.3828  1.8472  -1.2591  0.715
C  -0.0838  -1.1589  -1.3512  -0.518
C  0.8518  0.0564  -1.7659  -0.551
H  -0.8118  -0.8462  -0.5543  -0.004
H  -0.7838  -1.3102  -2.1871  0.051
H  1.9303  -0.1219  -1.5345  0.026
H  0.8354  0.1104  -2.8449  -0.004
C  -1.3240  1.9804  -1.8376  -0.301
H  -1.9238  2.3063  -0.9716  0.040
H  -1.7395  1.0285  -2.1872  0.040
H  -1.4126  2.7349  -2.6274  0.034
C  1.3759  3.0578  -2.1752  -0.304
H  0.9118  3.3442  -3.1277  0.032
H  2.4020  2.6953  -2.3381  0.044
H  1.4501  3.9484  -1.5254  0.046
C  -0.3878  -4.1370  -1.5657  -0.215
H  -0.5101  -4.9042  -0.7842  0.049
H  0.0492  -4.6318  -2.4449  0.061
H  -1.3904  -3.7620  -1.8300  0.062
C  2.4008  -3.0117  -1.2674  -0.227
H  2.9334  -2.0526  -1.3657  0.031
H  2.5787  -3.5868  -2.1864  0.056
H  2.8898  -3.5760  -0.4562  0.045
Ba  0.8955  0.0802  1.0110  1.175
C  1.3013  1.0956  -4.7245  -0.126
C  -0.0362  1.2251  -4.6560  -0.134
C  -1.0141  0.3385  -5.3634  -0.170
C  -0.6268  -1.1552  -5.5036  -0.181
C  0.0807  -1.7557  -4.3326  -0.132
C  1.4116  -1.6828  -4.1596  -0.134
C  2.3522  -1.1685  -5.2033  -0.173
C  2.0198  0.2467  -5.7210  -0.176
C  0.5306  -3.0469  0.8746  -0.306
H  1.9614  1.7268  -4.1322  0.082
H  -0.4731  2.1448  -4.2697  0.078
H  -1.1822  0.7345  -6.3835  0.122
H  -1.9959  0.4082  -4.8606  0.110
H  -1.5709  -1.6991  -5.6625  0.113
H  -0.0367  -1.2825  -6.4242  0.105
H  -0.5263  -2.4696  -3.7646  0.081
H  1.9023  -2.2031  -3.3479  0.047
H  2.3729  -1.8631  -6.0606  0.122
H  3.3696  -1.1658  -4.7768  0.107
H  2.9787  0.7262  -5.9619  0.114
H  1.4464  0.1722  -6.6574  0.109
H  1.2552  -2.4623  1.4879  -0.036
H  0.8355  -4.0893  1.0657  0.064
H  -0.5061  -2.9446  1.2433  0.048
C  -0.1858  1.6292  7.7806  -0.063
C  0.0306  1.7707  6.3002  -0.286
C  1.0061  2.6628  5.8266  -0.054
C  1.1914  2.8776  4.4584  -0.307
C  2.2291  3.8684  4.0038  -0.063
C  0.3949  2.1876  3.5544  -0.099
C  -0.5177  1.1623  3.9743  -0.351
C  -0.7218  1.0400  5.3872  -0.015
N  -1.0615  0.3568  3.0043  -0.136
C  -2.3759  -0.3238  3.1984  -0.659
C  -2.2422  -1.5643  4.0925  -0.060
C  -3.4282  0.6122  3.8065  -0.057
C  -2.8720  -0.7740  1.8160  -0.085
H  0.7534  1.3920  8.2940  0.078
H  -0.5676  2.5575  8.2260  0.080
H  -0.9042  0.8349  8.0038  0.070
H  1.6137  3.2111  6.5479  0.110
H  1.9205  4.8971  4.2178  0.079
H  3.1754  3.7000  4.5223  0.077
H  2.4125  3.7967  2.9248  0.067
H  0.4131  2.4693  2.4809  0.058
H  -1.4656  0.3478  5.7727  0.075
H  -2.0731  -1.3071  5.1420  0.061
H  -3.1690  -2.1575  4.0492  0.080
H  -1.4128  -2.2021  3.7602  0.072
H  -3.5484  1.5118  3.1889  0.088
H  -4.3973  0.0966  3.8553  0.080
H  -3.1679  0.9191  4.8248  0.064
H  -2.9338  0.0784  1.1246  0.070
H  -2.2234  -1.5457  1.3659  0.040
H  -3.8816  -1.2103  1.9012  0.081

Kohn-Sham gap: 3.114 eV
LUMO level: 0.071 eV
spin multiplicity: 1
relative energy (zero: lowest compared OMol25 entry of this formula, charge and spin): 16.6 kJ/mol
strongest force on any atom: 2.30 eV/A

=====

Record 2
Entry from the Open Molecules 2025 dataset: a molecular structure, C56H65N3O11Sn (the ωB97M-V functional and the def2-TZVPD basis).

Last column: Löwdin charge in e.
Geometry (Å):
Sn  0.1146  0.5384  -0.3153  1.638
C  -3.0100  -0.5923  -1.7397  -0.031
O  -1.9612  -1.0980  -0.9164  -0.248
C  -2.0272  -2.4576  -0.6773  -0.198
C  -1.3605  -3.3353  -1.5267  -0.113
C  -0.5421  -2.8319  -2.6978  -0.055
C  0.9185  -3.1245  -2.5274  -0.095
C  1.6336  -3.9479  -3.3462  0.031
C  3.0235  -4.1554  -3.1807  -0.117
C  3.6987  -3.4479  -2.1691  0.039
C  3.0382  -2.6018  -1.3162  -0.083
C  3.7307  -1.7786  -0.2650  -0.050
C  3.2656  -2.1450  1.1294  -0.118
C  3.5353  -3.4036  1.6339  0.029
C  3.0450  -3.8305  2.8686  -0.151
C  2.2465  -2.9473  3.5765  0.035
C  1.9441  -1.6701  3.1029  -0.098
C  0.9715  -0.7873  3.8722  -0.053
C  -0.3796  -1.4483  3.9114  -0.087
C  -0.7310  -2.3203  4.9137  0.024
C  -1.9247  -3.0567  4.8829  -0.119
C  -2.7791  -2.9081  3.7672  0.017
C  -2.4961  -2.0532  2.7413  -0.094
C  -3.3124  -1.9932  1.4792  -0.057
C  -2.7023  -2.9306  0.4486  -0.100
C  -2.7326  -4.2998  0.6723  0.024
C  -2.0933  -5.2101  -0.1627  -0.150
C  -1.4010  -4.6978  -1.2519  0.040
C  -2.1557  -6.7025  0.1585  -0.553
C  -1.3567  -7.5410  -0.8390  -0.066
C  -1.5782  -6.9453  1.5593  -0.038
C  -3.6178  -7.1671  0.1251  -0.044
C  -1.3128  -1.2130  2.8238  -0.280
O  -1.1398  -0.2960  1.9994  -0.025
C  -2.3129  -4.0302  5.9864  -0.554
C  -3.6341  -3.5636  6.6164  -0.037
C  -1.2538  -4.1229  7.0850  -0.061
C  -2.4996  -5.4307  5.3813  -0.041
C  2.4866  -1.2699  1.8914  -0.205
O  2.2028  -0.0117  1.3960  -0.245
C  3.1844  0.9760  1.7136  -0.048
C  3.3661  -5.2389  3.3645  -0.554
C  2.8375  -6.2634  2.3515  -0.040
C  2.7217  -5.5339  4.7193  -0.066
C  4.8859  -5.3980  3.5025  -0.045
C  1.5991  -2.4747  -1.4253  -0.274
O  0.9582  -1.8165  -0.5839  -0.040
C  3.7388  -5.1100  -4.1251  -0.558
C  3.0914  -6.4994  -4.0141  -0.040
C  3.5949  -4.5907  -5.5645  -0.037
C  5.2274  -5.2454  -3.8053  -0.066
H  -3.9842  -0.8403  -1.3108  0.101
H  -2.9402  -1.0112  -2.7468  0.102
H  -2.8789  0.4870  -1.7774  0.086
H  -0.6534  -1.7521  -2.7930  0.109
H  -0.8915  -3.2919  -3.6253  0.134
H  1.1197  -4.4430  -4.1619  0.119
H  4.7704  -3.5534  -2.0653  0.110
H  3.5170  -0.7257  -0.4596  0.124
H  4.8087  -1.9279  -0.3551  0.131
H  4.1280  -4.0791  1.0255  0.121
H  1.8213  -3.2501  4.5235  0.098
H  0.8971  0.1850  3.3886  0.112
H  1.3284  -0.6470  4.8949  0.131
H  -0.0518  -2.4449  5.7464  0.108
H  -3.6870  -3.4983  3.7168  0.117
H  -3.3235  -0.9748  1.0969  0.116
H  -4.3371  -2.3004  1.6981  0.130
H  -3.2590  -4.6605  1.5492  0.112
H  -0.8586  -5.3602  -1.9152  0.112
H  -0.3022  -7.2575  -0.8489  0.085
H  -1.7491  -7.4449  -1.8531  0.087
H  -1.4163  -8.5939  -0.5578  0.086
H  -0.5351  -6.6285  1.6049  0.075
H  -1.6267  -8.0079  1.8092  0.089
H  -2.1287  -6.3953  2.3236  0.062
H  -4.0620  -6.9770  -0.8534  0.091
H  -4.2181  -6.6467  0.8728  0.078
H  -3.6802  -8.2383  0.3291  0.085
H  -3.5274  -2.5686  7.0514  0.093
H  -3.9316  -4.2537  7.4085  0.088
H  -4.4390  -3.5271  5.8819  0.080
H  -1.1076  -3.1666  7.5901  0.090
H  -0.2916  -4.4587  6.6927  0.080
H  -1.5763  -4.8469  7.8345  0.088
H  -3.3069  -5.4554  4.6486  0.075
H  -2.7459  -6.1434  6.1707  0.089
H  -1.5849  -5.7674  4.8891  0.085
H  4.1764  0.6415  1.4004  0.099
H  3.1908  1.1725  2.7887  0.098
H  2.9084  1.8756  1.1701  0.079
H  1.7537  -6.1835  2.2554  0.073
H  3.0806  -7.2774  2.6772  0.087
H  3.2726  -6.1145  1.3625  0.077
H  1.6323  -5.4657  4.6678  0.076
H  3.0750  -4.8500  5.4938  0.089
H  2.9764  -6.5487  5.0297  0.087
H  5.3880  -5.2830  2.5410  0.078
H  5.1290  -6.3891  3.8916  0.085
H  5.2937  -4.6510  4.1859  0.091
H  2.0364  -6.4787  -4.2875  0.077
H  3.1706  -6.8856  -2.9961  0.091
H  3.5973  -7.1968  -4.6845  0.088
H  2.5521  -4.5500  -5.8789  0.079
H  4.1268  -5.2535  -6.2499  0.088
H  4.0158  -3.5888  -5.6610  0.095
H  5.3915  -5.6173  -2.7922  0.088
H  5.7543  -4.2963  -3.9161  0.088
H  5.6802  -5.9566  -4.4974  0.087
O  1.8725  1.6531  -1.3825  -0.098
C  1.2381  1.4060  -2.4602  -0.679
O  0.8672  0.2506  -2.7606  -0.011
C  0.5763  2.5445  -3.1687  -0.054
C  1.0013  3.1787  -4.2941  0.070
C  0.1967  4.1865  -4.8429  -0.147
C  -1.0005  4.5356  -4.2740  0.073
C  -1.4213  3.8943  -3.1155  -0.052
C  -0.6658  2.8575  -2.5069  -0.277
O  -1.0027  2.2082  -1.4557  -0.194
N  -2.6847  4.3492  -2.5487  -0.345
O  -3.4129  5.0284  -3.2516  0.062
O  -2.9509  4.0468  -1.3991  0.062
N  0.6405  4.8774  -6.0459  -0.365
O  1.7044  4.5362  -6.5325  0.060
O  -0.0685  5.7549  -6.5013  0.066
H  1.9347  2.9203  -4.7730  0.133
H  -1.6105  5.3117  -4.7090  0.129
C  -2.8022  4.3862  1.9252  -0.086
C  -1.3486  4.8243  1.7369  -0.207
C  -0.4644  3.6812  1.5211  -0.172
N  0.2183  2.7726  1.3658  0.158
H  -3.4260  5.2623  2.0941  0.078
H  -2.8967  3.7217  2.7835  0.078
H  -3.1607  3.8707  1.0384  0.059
H  -0.9794  5.3680  2.6079  0.116
H  -1.2491  5.4813  0.8716  0.120

Kohn-Sham gap (alpha / beta): 5.936 / 5.989 eV
LUMO level (alpha / beta): -2.034 / -1.984 eV
spin multiplicity: 1
relative energy (zero: lowest compared OMol25 entry of this formula, charge and spin): 0.0 kJ/mol
strongest force on any atom: 0.30 eV/A

=====

Record 3
Entry from the Open Molecules 2025 dataset: a molecular structure, C29H47CdN8S2 (the ωB97M-V functional and the def2-TZVPD basis).

Last column: Löwdin charge in e.
Geometry (Å):
Cd  1.9762  -0.0814  -0.8180  1.366
C  -0.1720  3.7885  -1.6330  0.002
C  0.6170  2.6305  -1.0920  -0.257
N  1.1474  1.7382  -1.8205  -0.027
C  1.0723  1.5983  -3.2604  -0.185
C  0.3478  0.2762  -3.5980  -0.183
N  0.7791  -0.8637  -2.7758  -0.151
C  1.5785  -1.9154  -3.4107  -0.202
C  3.0585  -1.5356  -3.5474  -0.200
N  3.6348  -0.9909  -2.3105  -0.135
C  4.3017  -1.9520  -1.3901  -0.195
C  3.3793  -2.4814  -0.2596  -0.265
N  2.7475  -1.4378  0.5536  -0.175
C  3.4970  -0.9419  1.6463  -0.486
C  4.0816  -2.0599  2.5297  -0.013
C  1.8078  1.2093  2.0877  -0.194
C  1.2847  2.0871  3.0545  0.006
C  0.5837  3.2002  2.6584  -0.024
C  0.3698  3.4347  1.3016  -0.015
C  0.8403  2.5052  0.4038  -0.234
N  1.5406  1.4344  0.8156  0.051
H  0.5078  4.5934  -1.9232  0.109
H  -0.8761  4.1839  -0.9076  0.072
H  -0.7328  3.4894  -2.5153  0.081
H  2.1041  1.5437  -3.6168  0.116
H  0.5820  2.4259  -3.7715  0.110
H  0.4865  0.0670  -4.6619  0.123
H  -0.7178  0.4340  -3.4283  0.110
H  -0.0273  -1.2620  -2.3064  0.003
H  1.1928  -2.1775  -4.4008  0.119
H  1.4973  -2.8009  -2.7796  0.112
H  3.1595  -0.7794  -4.3278  0.115
H  3.6070  -2.4203  -3.8798  0.118
H  4.2942  -0.2663  -2.5501  0.078
H  5.1285  -1.4243  -0.9226  0.099
H  4.7156  -2.7962  -1.9514  0.114
H  3.9736  -3.1833  0.3296  0.098
H  2.5750  -3.0675  -0.7159  0.093
H  3.3718  -2.8872  2.5624  0.096
H  4.2662  -1.7151  3.5458  0.081
H  5.0284  -2.4170  2.1267  0.089
H  1.4455  1.9022  4.1065  0.117
H  0.2060  3.8986  3.3960  0.122
H  -0.1622  4.3189  0.9830  0.111
S  4.5660  2.1068  -0.4843  0.661
C  4.8679  1.0930  0.7415  -0.795
C  5.5109  0.7878  2.0451  -0.170
C  4.8566  1.0760  3.3416  -0.031
C  3.6279  0.6602  3.6204  -0.077
C  2.6852  0.0290  2.5924  -0.142
N  4.7572  -0.1536  1.1701  0.057
H  6.5865  0.6489  2.0655  0.137
H  5.4669  1.5360  4.1111  0.116
H  3.2509  0.7903  4.6285  0.112
H  1.9870  -0.6277  3.1172  0.154
C  -5.9773  -2.1117  -0.6599  -0.110
C  -5.4396  -2.9667  -1.8099  -0.249
C  -4.5741  -2.2247  -2.8332  -0.199
C  -3.2309  -1.7293  -2.3051  -0.217
N  -3.4013  -0.5187  -1.5011  -0.007
C  -2.6158  -0.1264  -0.4778  -0.803
S  -1.1660  -0.9026  -0.0884  0.645
N  -3.0931  0.9324  0.2144  0.007
C  -2.5064  1.4540  1.4487  -0.228
C  -3.0716  0.7911  2.6982  -0.203
C  -4.5568  1.0658  2.9223  -0.273
C  -5.0535  0.5168  4.2581  -0.108
H  -6.6801  -2.6852  -0.0536  0.075
H  -6.5142  -1.2349  -1.0396  0.075
H  -5.1785  -1.7716  0.0033  0.058
H  -6.2839  -3.4068  -2.3439  0.107
H  -4.8604  -3.7987  -1.3988  0.111
H  -5.1348  -1.3780  -3.2514  0.115
H  -4.3669  -2.8971  -3.6674  0.113
H  -2.5578  -1.5237  -3.1418  0.106
H  -2.7596  -2.4888  -1.6846  0.093
H  -4.2650  -0.0210  -1.6449  0.129
H  -4.0449  1.2073  0.0280  0.135
H  -2.6930  2.5305  1.4740  0.121
H  -1.4348  1.2885  1.3925  0.054
H  -2.5013  1.1533  3.5605  0.117
H  -2.8969  -0.2871  2.6279  0.114
H  -5.1407  0.6128  2.1132  0.097
H  -4.7340  2.1469  2.8810  0.110
H  -4.9065  -0.5652  4.3116  0.077
H  -6.1158  0.7192  4.4043  0.073
H  -4.5067  0.9702  5.0883  0.074

Kohn-Sham gap: 7.228 eV
LUMO level: -2.732 eV
spin multiplicity: 1
charge: +1
strongest force on any atom: 0.62 eV/A

=====

Record 4
Entry from the Open Molecules 2025 dataset: 2 unconnected molecules or ions with the total composition C4H14N3P (the ωB97M-V functional and the def2-TZVPD basis).

Last column: Löwdin charge in e.
Geometry (Å):
C  2.6760  -0.4169  -0.6037  -0.061
C  0.0214  1.2202  -1.3529  -0.141
C  -2.0697  -1.4553  0.7594  -0.184
C  1.2317  -0.9495  -0.8123  -0.266
N  -0.0076  -0.5256  2.2733  -0.221
N  -2.0542  1.9758  0.6937  -0.100
N  0.3289  0.1269  -0.3803  -0.370
P  -0.7203  -0.1319  0.9643  0.783
H  2.6337  0.6712  -0.5065  0.074
H  3.0645  -0.9302  0.2365  0.053
H  3.2482  -0.6833  -1.5024  0.072
H  -1.0802  1.4064  -1.6764  0.093
H  0.4777  2.2318  -1.1661  0.086
H  0.4862  0.7503  -2.1915  0.047
H  -1.6629  -2.4032  0.3868  0.039
H  -2.4484  -1.4417  1.7311  -0.006
H  -2.8706  -1.0873  0.0476  0.057
H  0.8897  -1.1780  -1.8150  0.106
H  1.0655  -1.7616  -0.1748  0.075
H  0.8276  0.0637  2.3818  -0.013
H  -2.6324  1.9278  1.5555  -0.047
H  -1.4047  2.5905  1.1519  -0.078

Kohn-Sham gap: 8.789 eV
LUMO level: 0.333 eV
spin multiplicity: 1
relative energy (zero: lowest compared OMol25 entry of this formula, charge and spin): 179.1 kJ/mol
strongest force on any atom: 3.97 eV/A